132
Properties=species:S:1:pos:R:3:forces:R:3 method="wB97M-V/def2-TZVPD" spin_multiplicity=1 homo_energy_ev=-9.6 smiles="CCOC(C)=O.CCOC(C)=O.CCOC(C)=O.CCOC(C)=O.CCOC(C)=O.O=C1OCCO1.O=C1OCCO1.O=C1OCCO1.O=C1OCCO1.O=C1OCCO1.CN(C)C=O" energy_ev=-95218.2966 homo_lumo_gap_ha=0.3635
C 2.025 -0.542 3.079 1.46 1.19 -1.01
O 2.770 -0.170 2.142 -1.32 -0.76 1.30
N 2.428 -0.661 4.364 -0.69 0.06 -1.97
C 1.534 -1.136 5.368 0.50 -1.93 -0.26
C 3.799 -0.420 4.670 0.52 0.57 0.50
H 0.957 -0.702 2.943 -0.26 -0.26 -0.07
H 1.813 -2.170 5.680 0.14 0.81 0.34
H 0.538 -1.246 5.028 -0.93 0.12 -0.93
H 1.459 -0.442 6.146 0.24 0.81 1.65
H 4.138 -1.254 5.274 0.50 -0.13 0.08
H 4.380 -0.293 3.749 -0.22 -0.27 0.28
H 3.900 0.507 5.256 0.04 -0.24 -0.04
C -2.145 -0.977 -4.276 2.48 -0.71 -1.03
C -2.142 -2.406 -4.906 -0.85 1.19 1.18
O -3.327 -2.952 -4.316 -0.08 0.21 0.21
C -4.167 -1.907 -3.971 0.94 -2.38 -1.02
O -5.285 -2.110 -3.679 -1.23 0.51 0.65
O -3.532 -0.768 -4.132 0.25 1.91 0.68
H -1.658 -0.250 -4.995 -1.00 -0.61 1.04
H -1.539 -0.994 -3.324 -1.12 0.26 -0.53
H -1.320 -3.055 -4.614 0.15 0.19 -0.46
H -2.350 -2.250 -5.954 0.46 -0.56 -0.57
C 0.570 4.539 -4.166 0.21 -0.87 -0.92
C 1.806 4.601 -3.287 0.28 -0.27 -0.52
O 1.300 4.939 -2.020 0.78 -0.10 0.50
C -0.021 4.848 -2.029 -0.16 0.25 0.38
O -0.685 4.938 -1.054 -0.74 0.09 1.07
O -0.508 4.709 -3.250 -0.13 -0.12 -1.03
H 0.515 3.529 -4.653 -0.32 1.10 0.32
H 0.594 5.352 -4.894 -0.44 -0.17 -0.03
H 2.480 5.386 -3.615 0.31 -0.14 0.09
H 2.268 3.610 -3.256 0.26 0.29 0.18
C -0.276 4.378 2.436 0.92 0.63 -1.50
C 0.396 3.092 1.798 -1.19 1.23 1.52
O 1.661 3.605 1.283 -1.52 -0.71 0.86
C 1.895 4.789 1.882 2.63 0.97 -0.52
O 2.931 5.403 1.723 -1.01 -0.82 0.00
O 0.935 5.192 2.672 -1.48 -0.30 0.50
H -0.794 4.285 3.407 0.23 -0.24 -0.81
H -0.842 4.957 1.660 0.10 -0.68 0.90
H -0.213 2.643 1.028 0.15 0.09 -0.40
H 0.441 2.407 2.659 1.02 -0.25 -0.57
C 3.773 2.275 -0.649 -1.91 0.68 1.72
C 4.850 2.404 0.406 -1.60 -0.71 0.88
O 5.595 1.180 0.172 0.48 -0.03 0.32
C 4.831 0.248 -0.442 -1.21 2.94 -0.09
O 5.101 -0.875 -0.657 -0.03 -0.74 -0.05
O 3.649 0.907 -0.840 1.31 -2.70 -0.72
H 4.034 2.854 -1.495 0.32 0.12 -1.49
H 2.747 2.550 -0.327 0.97 0.54 0.00
H 4.368 2.369 1.426 0.89 0.05 -0.92
H 5.412 3.312 0.237 0.62 -0.21 0.27
C 1.487 -1.137 -1.948 0.62 1.11 0.62
C 0.713 -0.722 -0.674 -0.38 1.42 -1.94
O -0.078 0.429 -1.161 1.59 0.11 -0.52
C 0.521 0.935 -2.312 -1.78 0.11 2.04
O 0.208 2.029 -2.708 0.80 -0.88 -0.42
O 1.344 0.047 -2.833 0.33 -0.77 0.07
H 1.063 -2.024 -2.445 0.39 0.47 0.07
H 2.570 -1.171 -1.687 -0.79 -0.48 -0.61
H 1.345 -0.419 0.143 0.27 0.15 0.28
H -0.034 -1.411 -0.420 -0.74 -1.28 0.67
O -1.089 0.293 4.219 0.37 -0.20 -0.64
C -2.291 0.279 4.123 -0.52 0.75 0.99
O -3.056 0.959 5.000 -1.42 -0.87 -1.23
C -2.367 1.767 5.889 0.34 0.73 2.16
C -1.874 0.963 7.087 -0.61 -0.90 -0.74
C -3.058 -0.505 3.125 -2.05 -0.70 0.76
H -2.993 2.588 6.260 -0.28 -0.26 -0.58
H -1.547 2.160 5.349 1.01 0.78 -0.27
H -2.733 0.455 7.610 1.11 0.50 -0.38
H -1.215 1.499 7.727 -0.11 1.03 0.93
H -1.153 0.276 6.671 -0.22 -0.99 -0.05
H -2.695 -0.265 2.168 0.50 0.30 -1.22
H -4.212 -0.425 3.098 2.07 0.06 0.45
H -2.768 -1.537 3.329 -0.25 -0.17 -0.21
O -0.339 0.374 -6.543 0.15 -0.57 -0.40
C 0.503 -0.320 -7.071 0.17 0.71 -0.42
O 1.824 -0.151 -6.798 -0.65 -1.32 -1.57
C 2.157 0.852 -5.884 -0.65 0.29 2.39
C 3.433 0.538 -5.129 -0.58 0.86 0.87
C 0.172 -1.430 -8.085 -0.01 -0.30 1.72
H 1.374 0.856 -5.088 0.34 0.35 -0.86
H 2.211 1.834 -6.343 -0.16 0.08 -0.33
H 3.358 1.251 -4.240 0.51 -1.07 -0.92
H 4.320 0.795 -5.707 0.13 -0.45 0.13
H 3.379 -0.506 -4.759 0.43 0.66 -0.21
H 0.959 -1.722 -8.771 0.09 0.41 -0.10
H -0.797 -1.241 -8.549 0.32 0.23 -0.10
H 0.012 -2.311 -7.431 0.04 0.18 -0.33
O -2.980 2.948 2.229 -0.19 -0.24 -0.16
C -3.997 2.611 1.656 0.35 0.36 0.79
O -4.125 2.578 0.337 -0.21 0.68 -0.99
C -3.039 3.155 -0.442 2.26 -1.88 -0.11
C -3.308 3.199 -1.937 -3.44 -0.44 0.56
C -5.305 2.272 2.326 0.20 0.84 -0.90
H -2.142 2.489 -0.217 -0.89 0.86 -0.39
H -2.751 4.146 -0.129 -0.33 0.24 0.53
H -2.525 3.622 -2.503 1.00 0.50 -0.27
H -4.235 3.836 -2.050 0.97 -0.34 -0.15
H -3.622 2.248 -2.415 0.48 0.18 0.57
H -5.244 2.068 3.360 0.54 -0.23 1.09
H -5.739 1.441 1.815 -0.58 -0.45 -0.40
H -5.930 3.165 2.212 -0.12 -0.26 -0.15
O -4.213 -2.231 0.204 -1.39 -0.38 0.75
C -3.245 -1.818 -0.349 0.09 0.37 0.07
O -2.272 -2.630 -0.756 1.35 0.35 -0.46
C -2.472 -4.030 -0.570 -0.26 -0.67 -0.21
C -1.129 -4.751 -0.588 0.55 0.88 0.60
C -2.989 -0.376 -0.611 0.78 0.64 -0.03
H -3.151 -4.322 -1.374 0.12 -0.37 0.05
H -3.000 -4.205 0.372 0.22 0.08 -0.10
H -1.219 -5.790 -0.302 -0.19 -0.11 0.72
H -0.403 -4.185 0.052 -0.68 -0.77 -0.09
H -0.614 -4.849 -1.524 -0.14 0.49 -1.04
H -3.935 0.185 -0.631 0.44 -0.29 -0.27
H -2.331 -0.245 -1.483 -0.70 0.12 0.13
H -2.371 0.052 0.203 -0.33 -0.29 -0.19
O -0.059 -6.071 3.122 0.90 -0.67 0.75
C 0.960 -6.587 3.531 0.53 0.93 -0.89
O 2.211 -6.006 3.392 -1.08 -0.21 -0.15
C 2.219 -4.734 2.723 -1.40 0.97 0.80
C 3.473 -4.499 1.966 0.93 1.40 -0.26
C 1.150 -7.950 4.092 -0.92 -1.36 -0.65
H 2.140 -3.944 3.537 -0.21 -0.78 -0.95
H 1.304 -4.671 2.051 1.15 0.00 0.88
H 3.656 -5.216 1.198 -0.10 -0.57 -0.69
H 4.405 -4.443 2.545 -0.44 -0.16 0.31
H 3.387 -3.487 1.503 0.03 -0.69 0.10
H 1.312 -8.652 3.252 -0.50 0.39 0.02
H 0.326 -8.346 4.694 0.00 0.41 -0.28
H 2.057 -8.090 4.607 1.10 0.44 0.96